Entry 1:
{"formula": "C20H21N3O3", "method": "wB97M-V/def2-TZVPD", "e_homo_ev": -8.154, "gap_ev": 8.8793, "spin_multiplicity": 1, "e_lumo_ev": 0.73, "symbols": ["C", "O", "C", "C", "C", "C", "C", "N", "O", "C", "C", "C", "C", "O", "N", "C", "C", "C", "C", "C", "C", "C", "C", "N", "C", "C", "H", "H", "H", "H", "H", "H", "H", "H", "H", "H", "H", "H", "H", "H", "H", "H", "H", "H", "H", "H", "H"], "xyz": [[6.0881, 0.0806, -0.1256], [4.7748, -0.4063, 0.0169], [3.7398, 0.4691, -0.0615], [3.8687, 1.8424, -0.2610], [2.7431, 2.6406, -0.3230], [1.4740, 2.0874, -0.1832], [0.2935, 2.9192, -0.2498], [0.2733, 4.1538, -0.6817], [-1.0299, 4.5433, -0.5927], [-1.7132, 3.4995, -0.1048], [-3.1775, 3.6085, 0.0946], [-3.7208, 2.4710, 0.9615], [-3.6126, 1.1498, 0.1975], [-4.3064, 0.9301, -0.7714], [-2.7009, 0.2965, 0.7227], [-2.2797, -0.9480, 0.2387], [-2.8412, -1.5691, -0.8690], [-2.3504, -2.7952, -1.2784], [-1.3091, -3.4289, -0.6160], [-0.7985, -4.7546, -1.0915], [-0.7466, -2.8075, 0.5035], [0.3776, -3.4551, 1.2533], [-1.2414, -1.5824, 0.9173], [-0.9496, 2.4800, 0.1315], [1.3453, 0.7113, 0.0095], [2.4634, -0.0863, 0.0695], [6.2400, 0.5454, -1.1047], [6.7356, -0.7902, -0.0366], [6.3382, 0.7987, 0.6617], [4.8402, 2.2980, -0.3700], [2.8351, 3.7040, -0.4790], [-3.3976, 4.5829, 0.5368], [-3.6619, 3.5695, -0.8863], [-4.7792, 2.6565, 1.1511], [-3.1882, 2.4315, 1.9112], [-2.1199, 0.6626, 1.4642], [-3.6461, -1.0930, -1.4017], [-2.7918, -3.2708, -2.1424], [-0.8861, -5.5056, -0.3068], [-1.3597, -5.0934, -1.9584], [0.2537, -4.6853, -1.3669], [1.2162, -3.6586, 0.5884], [0.7223, -2.8163, 2.0626], [0.0562, -4.4066, 1.6765], [-0.8111, -1.1061, 1.7891], [0.3610, 0.2788, 0.0911], [2.3791, -1.1515, 0.2130]], "forces_ev_per_a": [[0.223, 0.092, -0.024], [-0.333, -0.063, 0.027], [-0.223, 0.029, 0.004], [0.347, -0.182, -0.006], [-0.362, -0.142, 0.048], [0.608, -0.169, -0.006], [-0.727, 0.879, -0.171], [1.153, -0.332, -0.157], [-0.897, -0.081, 0.209], [0.527, -0.146, 0.005], [-0.144, 0.123, -0.009], [0.063, 0.015, -0.306], [0.001, 0.229, 0.577], [-0.130, 0.007, -0.312], [0.025, -0.291, 0.464], [-0.056, -0.224, -0.188], [-0.154, 0.185, -0.063], [0.181, -0.045, 0.166], [-0.081, 0.018, -0.081], [0.009, 0.055, 0.048], [-0.097, 0.116, -0.034], [-0.060, 0.012, -0.027], [-0.090, -0.018, -0.069], [-0.323, 0.113, 0.096], [0.068, 0.251, -0.055], [0.268, -0.036, 0.004], [-0.011, -0.006, 0.043], [-0.009, 0.098, -0.013], [-0.016, -0.018, -0.039], [0.094, 0.006, -0.001], [0.061, 0.110, -0.008], [-0.026, -0.052, -0.055], [-0.016, 0.062, 0.064], [0.071, -0.077, 0.012], [-0.038, 0.023, 0.034], [-0.159, 0.070, -0.243], [-0.031, 0.028, -0.012], [-0.041, -0.052, -0.088], [0.037, -0.128, 0.005], [-0.005, -0.058, -0.048], [0.087, -0.092, -0.040], [0.112, -0.057, 0.006], [0.057, 0.006, 0.063], [0.059, -0.089, 0.054], [0.063, 0.055, 0.105], [-0.065, -0.065, 0.007], [-0.018, -0.159, 0.016]], "lowdin_charge": [-0.087, -0.079, -0.269, -0.012, -0.014, -0.168, -0.291, 0.135, 0.048, -0.323, -0.086, -0.090, -0.482, 0.073, 0.121, -0.219, -0.003, -0.031, -0.244, -0.050, -0.237, -0.048, -0.010, 0.219, -0.007, 0.015, 0.096, 0.093, 0.096, 0.103, 0.115, 0.130, 0.136, 0.126, 0.116, 0.126, 0.099, 0.111, 0.081, 0.075, 0.082, 0.078, 0.076, 0.084, 0.118, 0.088, 0.111]}


Entry 2:
{"formula": "C20H21N3O3S", "method": "wB97M-V/def2-TZVPD", "e_homo_ev": -8.034, "gap_ev": 8.4986, "spin_multiplicity": 1, "e_lumo_ev": 0.46, "symbols": ["C", "N", "C", "O", "C", "C", "C", "O", "N", "C", "C", "C", "C", "C", "C", "C", "C", "N", "C", "C", "C", "C", "O", "C", "C", "C", "S", "H", "H", "H", "H", "H", "H", "H", "H", "H", "H", "H", "H", "H", "H", "H", "H", "H", "H", "H", "H", "H"], "xyz": [[1.6920, -3.7772, -3.7130], [0.9278, -2.7811, -3.0037], [-0.3972, -2.8922, -2.8120], [-1.0824, -3.7857, -3.2550], [-1.0332, -1.7264, -2.0429], [-1.2829, -0.5658, -2.9980], [-2.0827, 0.5144, -2.3007], [-3.1551, 0.9057, -2.6974], [-1.4884, 1.0285, -1.1798], [-2.1438, 2.1351, -0.4731], [-2.5992, 1.6519, 0.8761], [-3.7111, 0.8232, 0.9684], [-4.1029, 0.3135, 2.1931], [-3.3832, 0.6243, 3.3350], [-2.2731, 1.4470, 3.2484], [-1.8803, 1.9581, 2.0234], [-0.2955, 0.6003, -0.6352], [0.4641, 1.4298, -0.0763], [1.5949, 1.1649, 0.6653], [2.7159, 1.9767, 0.4696], [3.8493, 1.7885, 1.2237], [3.8899, 0.8050, 2.2164], [5.0597, 0.7091, 2.9069], [5.1657, -0.2606, 3.9205], [2.7645, 0.0187, 2.4362], [1.6314, 0.1946, 1.6628], [0.0413, -1.1741, -0.6722], [2.3901, -4.2816, -3.0427], [2.2484, -3.3156, -4.5300], [0.9895, -4.5045, -4.1164], [1.4347, -2.0509, -2.5249], [-1.9768, -2.0809, -1.6183], [-0.3314, -0.1549, -3.3485], [-1.8596, -0.9137, -3.8572], [-2.9900, 2.4357, -1.0942], [-1.4289, 2.9543, -0.3793], [-4.2675, 0.5810, 0.0741], [-4.9694, -0.3280, 2.2568], [-3.6877, 0.2248, 4.2911], [-1.7081, 1.6895, 4.1364], [-1.0092, 2.5928, 1.9541], [2.6839, 2.7377, -0.2945], [4.7263, 2.3976, 1.0718], [6.1730, -0.1586, 4.3212], [4.4395, -0.0870, 4.7212], [5.0351, -1.2729, 3.5244], [2.7531, -0.7354, 3.2071], [0.7529, -0.4022, 1.8578]], "forces_ev_per_a": [[0.009, -0.158, -0.176], [0.505, 0.105, 0.039], [-0.004, 0.397, 0.322], [-0.312, -0.232, -0.113], [-0.002, 0.117, 0.285], [-0.269, 0.003, -0.118], [0.241, -0.341, -0.349], [-0.200, 0.001, -0.152], [-0.526, 0.604, 0.056], [-0.170, 0.248, 0.004], [0.010, 0.088, 0.017], [0.010, 0.033, 0.011], [-0.063, -0.061, -0.029], [0.013, -0.020, 0.097], [0.011, -0.015, 0.124], [-0.056, 0.046, -0.054], [0.834, -0.974, -0.098], [-0.787, 0.553, -0.371], [0.513, -0.397, 0.434], [-0.057, -0.205, 0.049], [0.136, -0.150, 0.168], [-0.125, 0.044, -0.103], [-0.048, 0.209, -0.220], [0.008, -0.139, 0.149], [0.414, -0.076, 0.236], [-0.107, 0.292, -0.275], [0.032, 0.171, 0.027], [-0.012, -0.018, -0.044], [0.003, -0.077, -0.001], [0.113, 0.009, -0.011], [-0.202, -0.039, 0.007], [0.146, -0.046, -0.182], [-0.028, -0.038, 0.013], [0.007, 0.089, 0.092], [0.182, -0.005, 0.117], [-0.138, -0.063, -0.038], [-0.069, -0.024, -0.115], [-0.076, -0.047, 0.008], [-0.024, -0.028, 0.079], [0.043, 0.022, 0.080], [0.091, 0.067, -0.027], [-0.033, 0.112, -0.045], [0.105, 0.077, -0.021], [-0.085, -0.050, 0.007], [0.015, -0.017, -0.034], [-0.012, 0.035, 0.016], [0.045, -0.057, 0.085], [-0.081, -0.042, 0.055]], "lowdin_charge": [-0.056, -0.006, -0.551, 0.075, -0.448, -0.089, -0.441, 0.092, -0.003, -0.076, -0.208, -0.031, -0.080, -0.092, -0.081, -0.046, -0.534, 0.118, -0.310, -0.012, -0.002, -0.280, -0.086, -0.092, -0.017, -0.056, 1.066, 0.087, 0.085, 0.085, 0.093, 0.126, 0.135, 0.141, 0.128, 0.125, 0.116, 0.102, 0.100, 0.102, 0.110, 0.113, 0.118, 0.093, 0.095, 0.095, 0.104, 0.093]}